# 1
C20H15F3HfN4OSTe | ωB97M-V with the def2-TZVPD basis set

Last column: Löwdin charge in e.
Cartesian coordinates (Å):
C: -1.5732 3.6310 2.1264  -0.153
C: -2.1721 5.5769 4.0231  -0.094
H: 4.2784 -2.5533 2.5397  0.128
C: 0.3769 -1.6826 -3.8543  -0.048
C: 3.6679 -1.2640 0.9271  -0.041
N: -1.7508 2.6390 -0.0518  0.075
H: 2.6804 -0.0454 -0.5328  0.123
N: -1.2339 1.6009 -0.8275  -0.259
C: -1.0720 3.5277 3.4206  -0.027
H: -0.7237 -1.2105 -5.6391  0.115
H: -3.6392 2.5134 -1.7782  0.068
C: -1.4634 -0.1498 -3.9330  0.002
H: 1.2186 -1.9083 -1.8911  0.108
C: 2.1652 -2.3263 2.4770  -0.110
C: 1.9408 -3.2159 3.6734  -0.617
H: -3.7632 1.3748 -3.1259  0.070
O: -0.4503 1.5650 1.4999  -0.242
C: -1.3705 4.4988 4.3651  -0.083
C: 1.0676 -1.7282 1.8138  -0.695
Te: -3.3756 -0.5298 -0.5109  0.649
F: 3.1085 -3.6957 4.1399  0.130
C: 3.4437 -2.0928 2.0296  0.021
Hf: -0.7221 -0.0462 0.3356  1.225
H: 1.0548 -2.3815 -4.3208  0.108
C: -3.0703 1.9318 -2.4978  -0.117
C: -0.6153 -1.0320 -4.5772  -0.033
C: -1.2534 2.5893 1.1332  -0.427
H: -2.4075 6.3355 4.7585  0.099
C: 2.5749 -0.7072 0.3193  -0.125
C: -2.3775 4.7172 1.7851  -0.030
N: -0.3323 -0.5602 -1.8761  -0.040
S: -0.5850 -1.8972 2.2435  0.625
N: 1.3208 -0.9379 0.7331  -0.116
H: -3.3014 6.5219 2.4602  0.100
C: -1.3090 0.0704 -2.5735  -0.340
F: 1.3593 -2.5605 4.6837  0.143
H: -2.7573 4.7859 0.7752  0.107
H: 4.6645 -1.0600 0.5672  0.109
C: -2.1397 1.0070 -1.7530  -0.774
H: -2.2426 0.3684 -4.4715  0.115
F: 1.1777 -4.2749 3.3771  0.139
H: -0.4520 2.6787 3.6747  0.110
H: -2.4801 2.6241 -3.1082  0.094
C: -2.6750 5.6818 2.7312  -0.084
C: 0.4756 -1.4139 -2.5056  -0.110
H: -0.9775 4.4105 5.3698  0.101

DFT total energy in Ha: -2079.37243
Max |F| in hartree/bohr: 0.0106
Kohn-Sham gap in eV: 6.6
LUMO level in eV: -0.574
Charge: 0
HOMO energy in eV: -7.21

=====

# 2
C20H15FN2O5 | ωB97M-V with the def2-TZVPD basis set

Last column: Löwdin charge in e.
Cartesian coordinates (Å):
N: 3.3692 2.3240 0.5821  0.057
H: 2.4639 -0.1532 1.4132  0.109
C: -1.6315 0.4557 -0.7731  -0.197
C: 3.0296 -1.9761 0.4606  -0.004
H: 1.2928 3.7886 0.4403  0.129
H: -3.2053 -0.9262 3.6277  0.103
C: -0.1573 2.2672 -0.1382  -0.206
C: 3.9662 -2.5857 -0.3559  -0.272
H: -0.1102 -1.5628 -1.7468  0.102
C: 4.2569 0.0807 0.2566  -0.144
C: -4.5603 -0.1482 -0.8091  -0.394
H: -1.3802 -2.7358 -1.3138  0.102
O: -5.4214 -0.6419 -1.4814  0.170
C: 5.0595 -1.9007 -0.8562  0.004
O: -1.9354 -0.8332 -1.0766  -0.071
C: 5.2033 -0.5646 -0.5361  -0.004
H: -4.3129 -3.1340 2.4735  0.126
C: -4.1808 -0.6508 0.5229  -0.190
H: -3.3201 3.3908 -0.5963  0.127
H: 2.2054 -2.5543 0.8485  0.115
O: 5.5758 2.0024 0.7517  0.081
H: 5.7769 -2.4129 -1.4773  0.120
H: 3.5410 3.3160 0.7746  0.165
C: -1.2218 3.1622 -0.1958  -0.034
C: -2.4839 2.7126 -0.5369  0.010
O: -4.5057 -1.9257 0.8180  0.088
C: -3.5819 -1.0360 2.6317  -0.038
F: 3.8095 -3.8876 -0.6650  0.063
H: 0.4760 0.2563 -0.3960  0.100
H: -3.2664 0.9588 1.7077  0.120
C: -0.3742 0.9163 -0.4317  0.054
O: -3.9551 0.9915 -1.2301  0.120
C: -4.1376 -2.1532 2.0765  -0.098
C: 1.1692 2.7235 0.2140  -0.086
H: -1.0643 4.2072 0.0226  0.111
N: 2.1449 1.9062 0.2542  0.039
C: -0.9076 -1.7956 -1.0356  -0.053
C: 4.4809 1.5195 0.5563  -0.424
C: -3.6092 -0.0525 1.6232  0.010
H: -0.4871 -1.8801 -0.0287  0.095
C: -2.7025 1.3736 -0.8152  -0.195
C: 3.1786 -0.6363 0.7669  -0.033
H: 6.0491 -0.0018 -0.8999  0.123

DFT total energy in Ha: -1356.67323
Max |F| in hartree/bohr: 0.0237
Kohn-Sham gap in eV: 8.4
LUMO level in eV: -0.088
Charge: 0
HOMO energy in eV: -8.52
SMILES: COc1cc(/C=N/NC(=O)c2ccc(F)cc2)ccc1OC(=O)c1ccco1

=====

# 3
C20H15FeNO5 | ωB97M-V with the def2-TZVPD basis set

Last column: Löwdin spin population.
Cartesian coordinates (Å):
H: -16.4693 9.0205 8.7568  0.000
H: -9.6767 8.9797 11.6550  0.000
N: -13.3718 7.1592 4.2756  0.044
H: -12.5047 8.0670 1.1401  0.001
C: -11.0800 6.7705 9.4781  0.000
C: -11.1359 6.9797 3.2332  0.011
O: -10.3513 7.1845 2.3014  0.016
Fe: -12.2098 6.2185 5.6830  3.673
H: -11.4625 8.1728 7.5280  0.003
C: -14.5057 8.2344 1.9160  -0.004
O: -12.6823 4.8459 6.9096  0.089
C: -9.7359 8.1187 11.0044  0.000
H: -13.1654 6.2018 11.0660  0.000
C: -12.3051 6.6746 8.5748  0.005
H: -14.9492 8.6392 1.0349  0.000
H: -11.7060 8.6215 10.4512  0.000
C: -14.7043 7.4655 4.2202  0.004
C: -14.5465 8.0897 8.6035  0.000
H: -8.0465 5.2859 10.1461  0.000
H: -10.0483 4.9514 8.7942  0.000
C: -13.1392 7.9397 2.0100  0.001
C: -15.2551 8.0011 3.0648  0.002
C: -15.0334 7.2166 11.2179  0.000
C: -13.6085 7.2532 9.2365  0.000
C: -13.8646 6.8627 10.5653  0.000
C: -15.9789 7.9864 10.5462  0.000
C: -12.6152 5.1635 8.2258  0.012
O: -12.0648 7.4332 7.3534  0.040
C: -15.7278 8.4223 9.2552  0.000
H: -14.3917 8.4976 7.6154  0.000
H: -16.3096 8.2410 3.1232  0.000
H: -15.3193 7.3425 5.1076  0.001
H: -16.9139 8.2595 11.0504  0.000
C: -9.9937 5.8507 9.4065  0.001
H: -7.7440 7.4123 11.4196  0.000
O: -12.7763 4.3266 9.1268  0.010
H: -15.1933 6.9263 12.2507  0.000
C: -12.5667 7.4072 3.1603  0.003
C: -8.6856 7.2169 10.9007  0.001
C: -10.9247 7.8840 10.3244  0.001
C: -8.8211 6.0540 10.1354  0.000
O: -10.7983 6.4074 4.3903  0.087

DFT total energy in Ha: -2465.87154
Max |F| in hartree/bohr: 0.0587
Kohn-Sham gap (spin up / spin down) in eV: 8.7 / 8.1
LUMO level (spin up / spin down) in eV: -0.626 / -0.680
Charge: 0
HOMO energy (spin up / spin down) in eV: -9.33 / -8.77
2S+1: 5

=====

# 4
C20H15MnN4O4SSe | ωB97M-V with the def2-TZVPD basis set

Last column: Löwdin spin population.
Cartesian coordinates (Å):
O: 2.9684 0.6192 0.4493  0.011
C: 0.0538 4.3321 1.5090  0.001
H: -0.2958 3.4366 -1.7220  0.000
Se: 3.5336 -0.1550 1.8153  0.009
Mn: 1.1301 0.0648 1.7781  4.150
N: 0.2127 0.8699 -2.1932  0.007
S: -0.1233 -1.7864 -0.9310  0.003
C: 0.1217 0.7974 -0.8378  0.013
H: -4.3057 -0.1455 0.8183  0.001
C: -0.1284 3.3339 -0.6601  0.000
N: 0.2416 1.9775 1.2596  0.011
C: -4.7035 -2.7105 0.2443  -0.005
C: 0.0827 2.1081 -0.0628  0.006
C: 1.5162 0.0820 -4.0893  0.000
N: 0.0583 -0.2748 -0.1449  0.028
C: -2.4661 -0.2627 1.9131  -0.037
C: -2.6050 -3.0027 1.4874  0.010
O: 2.7564 0.7587 2.9900  0.068
C: -3.5276 -0.7881 1.2075  0.010
H: 0.2803 -1.2506 3.6962  -0.005
H: 1.5476 1.0933 -4.4770  0.000
C: 1.4849 -2.4901 -3.0454  0.000
C: 0.2476 3.0589 2.0281  0.008
O: 2.4654 -1.4772 1.8187  0.048
H: 1.4914 -3.4852 -2.6195  0.000
H: -0.7627 -3.1143 2.5682  -0.001
C: 2.1371 -2.2348 -4.2453  0.001
C: 0.8449 -0.1883 -2.9129  0.000
C: 0.8119 -1.4720 -2.3910  0.001
O: 5.0976 -0.4581 1.9827  0.009
H: 2.6645 -0.7450 -5.6953  0.000
H: -0.3014 5.4413 -0.2925  0.000
C: -0.2979 -0.5264 3.1237  -0.243
H: 0.0668 5.1877 2.1684  0.000
C: -3.5976 -2.1652 0.9888  -0.040
H: -2.6649 -4.0689 1.3165  0.001
C: -0.1432 4.4674 0.1506  0.005
H: -2.4116 0.8079 2.0737  -0.002
N: -5.5818 -3.1423 -0.3582  -0.019
C: -1.4537 -1.0874 2.4180  -0.006
H: -0.5008 0.3712 3.7085  -0.007
C: 2.1497 -0.9527 -4.7673  0.000
C: -1.5437 -2.4642 2.1937  -0.040
H: 0.4271 2.8964 3.0834  0.001
H: 0.3783 1.7823 -2.5843  0.000
H: 2.6441 -3.0382 -4.7616  0.000

DFT total energy in Ha: -5241.66514
Max |F| in hartree/bohr: 0.0208
Kohn-Sham gap (spin up / spin down) in eV: 6.8 / 7.4
LUMO level (spin up / spin down) in eV: -1.624 / -1.177
Charge: 0
HOMO energy (spin up / spin down) in eV: -8.38 / -8.55
2S+1: 5

=====

# 5
C20H16BClF4N8O5Ti | ωB97M-V with the def2-TZVPD basis set

Last column: Löwdin charge in e.
Cartesian coordinates (Å):
C: -0.7109 -4.7853 -4.2269  -0.027
O: -1.4646 -1.2671 0.4462  -0.562
H: -1.6585 1.5097 -2.6201  0.128
H: 1.2063 -4.1434 5.8992  0.116
C: -0.2350 -0.5650 3.0547  -0.110
H: -1.9292 -2.9271 3.2364  0.112
C: 0.5056 -4.3710 5.1052  -0.027
C: -1.8138 -5.1462 -1.7099  -0.126
H: -0.2885 -6.8581 2.9463  0.121
O: -1.3190 -5.3589 0.6346  0.150
C: -0.5688 -1.4509 -2.6306  -0.093
N: -3.4051 -4.8458 0.1748  0.138
C: -0.3600 -5.8954 -3.4666  -0.055
C: -1.6264 -3.8658 -3.7389  -0.215
N: -0.5377 -0.2435 -2.0797  0.007
N: 1.6971 -1.3106 3.7928  0.146
H: -2.9563 -2.3973 -4.6194  0.136
H: 0.3569 -6.6077 -3.8523  0.109
H: -0.5685 -6.8940 -1.5809  0.122
C: -1.8931 -2.5690 -4.4596  -0.051
H: -1.3886 -2.5350 -5.4244  0.129
C: -0.8862 -6.0644 -2.1986  -0.008
H: 2.7689 -0.6837 2.0959  0.122
H: -0.0088 -2.3079 -2.2993  0.154
O: -3.6034 -1.5004 -0.5890  -0.415
C: -2.0005 -5.0707 1.7752  -0.299
F: 3.6189 -0.9782 -0.0909  0.193
C: -1.2485 -3.6798 3.6216  0.040
C: 0.5073 -5.6286 4.5142  -0.056
F: 1.4295 -1.6670 -0.4237  0.050
F: 1.8888 0.5243 -0.4760  0.000
N: -1.9859 -0.2175 -3.7759  0.141
H: 0.3427 -1.8580 6.0252  0.129
C: -1.4288 0.4770 -2.8196  -0.155
H: -1.2971 -0.3841 3.0151  0.135
C: -1.2096 -4.9172 2.9967  -0.130
C: 1.8294 -0.7534 2.6188  -0.137
N: -1.4320 -1.4443 -3.6365  -0.084
H: -2.8989 -3.3458 -2.0729  0.115
C: -0.3647 -3.3911 4.6541  -0.196
Cl: -2.9989 -0.8001 0.5167  0.937
B: 2.5043 -0.7929 -0.8436  -1.192
H: -0.2479 -4.6236 -5.1931  0.116
N: 0.6531 -0.2734 2.1145  0.019
C: -2.2661 -5.1725 -0.3211  -0.300
O: -3.4187 -1.3083 1.8031  -0.423
N: -3.2308 -4.7790 1.5487  0.139
C: -0.2550 -1.9594 5.1226  -0.058
H: -1.2367 -1.5202 5.2969  0.136
C: -0.3273 -5.8971 3.4424  -0.009
N: 0.3784 -1.1740 4.0622  -0.098
H: 1.1899 -6.3891 4.8691  0.108
Ti: -0.0777 0.0428 0.0318  0.979
C: -2.2082 -4.0702 -2.4912  0.030
F: 2.6717 -0.8512 -2.1882  0.198
O: -0.8543 1.4364 0.1904  -0.329

DFT total energy in Ha: -3320.18564
Max |F| in hartree/bohr: 0.0102
Kohn-Sham gap in eV: 9.2
LUMO level in eV: -0.160
Charge: 0
HOMO energy in eV: -9.35

=====

# 6
C20H16ClN4OP | ωB97M-V with the def2-TZVPD basis set

Last column: Löwdin charge in e.
Cartesian coordinates (Å):
C: 3.6949 -3.7135 -2.2503  -0.111
C: -3.8794 4.4629 -0.0760  -0.071
H: 1.3356 0.2984 5.3767  0.103
H: 1.1131 -5.5320 -3.4165  0.100
N: 0.0784 0.7221 -0.9399  -0.134
C: -3.6333 2.0632 -0.1906  -0.057
C: 0.9741 0.9109 2.0693  -0.090
H: -4.4892 5.3462 -0.1372  0.099
C: 1.6009 -2.7174 -1.5740  -0.278
C: -1.0933 0.0686 3.0425  -0.070
P: -1.1691 0.6708 0.2643  0.784
H: -2.1182 5.5348 0.6121  0.099
C: -4.4277 3.2139 -0.3074  -0.083
C: -2.2888 2.1663 0.2507  -0.249
H: 2.2615 -0.2446 -2.8894  0.180
H: -4.0932 1.0652 -0.3576  0.117
C: -0.4966 0.0062 4.2949  -0.087
C: 0.9432 -0.3062 -1.3011  -0.298
H: 3.5239 -1.9773 -0.9801  0.112
H: -2.1610 -0.1959 2.9584  0.121
C: 0.8027 -1.6663 -0.9727  -0.027
C: 3.0408 -4.7765 -2.8590  -0.681
H: -0.1868 -3.7051 -2.2609  0.126
H: 1.5001 1.2273 1.2125  0.082
H: 2.6537 0.9174 3.3947  0.102
C: -1.7458 3.4284 0.5065  -0.098
Cl: 3.9496 -6.0829 -3.5710  0.647
C: 0.8293 0.3652 4.4197  -0.077
N: 1.8435 0.3144 -2.1037  0.051
C: 1.6562 -4.7713 -2.8715  -0.095
N: 0.4301 1.8268 -1.6165  0.016
C: -2.5506 4.5672 0.3981  -0.069
H: -0.0333 -1.9967 -0.3441  0.099
N: 1.4244 1.5768 -2.3675  0.019
H: 4.7739 -3.7368 -2.2090  0.099
C: 1.5920 0.7487 3.2944  -0.070
H: -1.1091 -0.3288 5.1360  0.111
H: -0.6965 3.5506 0.7959  0.107
C: 3.0029 -2.7193 -1.5617  -0.040
O: -1.9664 -0.5665 0.0991  -0.322
C: 0.9170 -3.7326 -2.2402  -0.019
C: -0.3889 0.5927 1.9480  -0.244
H: -5.4146 3.1244 -0.6760  0.091

DFT total energy in Ha: -1867.51149
Max |F| in hartree/bohr: 0.0999
Kohn-Sham gap in eV: 7.9
LUMO level in eV: 0.441
Charge: 0
HOMO energy in eV: -7.48
SMILES: O=P(c1ccccc1)(c1ccccc1)N1N=NN/C1=C\c1ccc(Cl)cc1

=====

- What is the charge in the sixth record?
  0

=====

- Which of these has the lowest max |F|?
  C20H16BClF4N8O5Ti

=====

- Which of these has the highest DFT total energy?
  C20H15FN2O5

=====

- Number 2 is which compound?
  C20H15FN2O5